No. 1
A structure of composition C14H32P2S4Tc. Source: the OMol25 dataset; level of theory: the ωB97M-V functional and the def2-TZVPD basis.

As for the maximum force: 0.83 eV/Å. As for the total energy: -2907.3873 Eh. As for the total charge: +4. As for the spin multiplicity: 4. The lowest unoccupied orbital energy (alpha / beta) comes out at -14.5 / -16.0 eV. Its frontier orbital gap (alpha / beta) is 8.139 / 6.591 eV.

Last column: Löwdin spin population.
CARTESIAN COORDINATES (ANGSTROEM)
Tc  0.011  0.019  0.050  2.7066
C  3.050  0.657  -1.421  0.0140
C  2.209  0.389  -2.651  0.0084
S  0.384  0.429  -2.396  0.0474
C  -0.048  2.192  -2.679  0.0103
C  0.315  3.113  -1.536  0.0136
S  -0.426  2.454  0.004  0.0208
C  0.673  3.054  1.338  0.0172
C  0.422  2.254  2.602  0.0148
S  0.493  0.424  2.421  0.0673
C  2.260  -0.017  2.636  0.0147
C  3.149  0.349  1.466  0.0138
S  2.465  -0.410  -0.057  0.0158
H  3.043  1.700  -1.095  0.0003
H  4.089  0.378  -1.629  -0.0003
H  2.414  -0.613  -3.035  0.0001
H  2.442  1.097  -3.449  -0.0005
H  -1.127  2.192  -2.847  -0.0001
H  0.428  2.502  -3.613  -0.0001
H  -0.129  4.100  -1.713  -0.0007
H  1.391  3.248  -1.403  0.0008
H  0.408  4.102  1.518  0.0003
H  1.709  3.018  0.998  0.0000
H  -0.582  2.452  2.985  0.0001
H  1.128  2.530  3.388  -0.0002
H  2.259  -1.099  2.793  -0.0001
H  2.609  0.446  3.564  0.0001
H  4.143  -0.088  1.615  -0.0005
H  3.267  1.424  1.329  0.0004
C  -3.693  0.711  -0.896  0.0010
P  -2.531  -0.258  0.098  0.0013
C  -2.992  0.146  1.816  0.0210
C  -2.953  -2.019  -0.230  -0.0062
C  -1.944  -2.931  0.440  -0.0014
P  -0.244  -2.496  -0.114  0.0038
C  -0.012  -3.100  -1.809  0.0056
C  0.862  -3.517  0.898  0.0101
H  -4.698  0.402  -0.586  -0.0010
H  -3.606  0.519  -1.963  0.0000
H  -3.608  1.778  -0.702  0.0001
H  -4.029  -0.163  1.973  0.0033
H  -2.950  1.225  1.954  0.0000
H  -2.374  -0.344  2.567  -0.0001
H  -2.970  -2.177  -1.311  0.0000
H  -3.969  -2.205  0.136  -0.0015
H  -2.132  -3.985  0.201  -0.0009
H  -1.992  -2.837  1.529  0.0000
H  -0.321  -4.149  -1.852  -0.0001
H  1.046  -3.061  -2.069  0.0000
H  -0.582  -2.545  -2.551  -0.0004
H  0.563  -4.558  0.743  0.0009
H  0.773  -3.305  1.962  -0.0002
H  1.900  -3.426  0.585  0.0001



No. 2
A cluster of 2 separate species, C14H33BF9N5O3SSi2 in total in a non-equilibrium geometry. Source: the OMol25 dataset; level of theory: the ωB97M-V functional and the def2-TZVPD basis.

As for the maximum force: 1.03 eV/Å. As for the total energy: -2953.4689 Eh. As for the spin multiplicity: 1. The lowest unoccupied orbital energy comes out at -1.7 eV. Its frontier orbital gap is 4.275 eV.

Last column: natural (NBO) charge in e.
CARTESIAN COORDINATES (ANGSTROEM)
C  2.801  0.875  0.856  -0.6007
C  2.032  0.191  1.978  -0.8303
B  1.149  -0.866  1.241  1.1806
O  1.251  -1.083  -0.084  -0.8946
N  0.117  -1.770  1.987  -0.5297
C  -1.302  -1.364  1.961  -0.2205
C  -1.775  -0.810  3.313  -0.4954
C  -2.901  0.219  3.179  0.6409
F  -3.960  -0.250  3.902  -0.3218
F  -3.340  0.344  1.911  -0.3053
C  -2.656  1.627  3.789  0.4681
F  -3.770  2.340  3.656  -0.2824
F  -2.414  1.462  5.095  -0.3029
S  -1.216  2.640  3.068  2.3725
F  -0.989  1.553  1.907  -0.4784
F  -0.200  1.827  4.004  -0.4738
F  -1.429  3.711  4.209  -0.4470
F  -2.185  3.430  2.119  -0.4329
F  -0.002  3.454  2.513  -0.4245
C  0.538  -2.849  2.555  0.7190
N  -0.271  -3.743  3.268  -0.8750
N  1.895  -3.106  2.446  -0.6445
C  2.452  -4.107  3.357  0.0764
O  2.584  -3.618  4.675  -0.4684
N  2.485  -2.134  4.777  0.3848
O  3.448  -1.700  5.219  -0.1672
H  3.472  0.166  0.369  0.2124
H  3.388  1.742  1.156  0.2144
H  2.119  1.180  0.061  0.2414
H  1.413  0.907  2.523  0.2540
H  2.701  -0.310  2.684  0.2393
H  0.463  -1.097  -0.650  0.5501
H  -1.429  -0.645  1.157  0.2625
H  -1.889  -2.247  1.704  0.2154
H  -0.920  -0.415  3.860  0.2549
H  -2.179  -1.626  3.911  0.2417
H  -0.497  -3.410  4.199  0.4141
H  -1.123  -3.961  2.764  0.4054
H  2.154  -3.353  1.494  0.4355
H  1.846  -5.013  3.397  0.2013
H  3.437  -4.370  2.968  0.1933
C  -1.340  2.540  -1.421  -1.1122
Si  -1.019  1.967  -3.212  1.8355
C  -0.519  3.522  -4.175  -1.1326
C  -2.713  1.435  -3.888  -1.1306
N  0.133  0.760  -3.160  -1.7808
Si  0.796  -0.130  -4.401  1.8357
C  1.735  0.894  -5.693  -1.1321
C  -0.448  -1.198  -5.362  -1.1299
C  2.066  -1.347  -3.680  -1.1131
H  -2.094  3.333  -1.370  0.2110
H  -1.697  1.698  -0.817  0.1943
H  -0.416  2.924  -0.980  0.2153
H  -1.195  4.359  -3.969  0.2140
H  -0.541  3.348  -5.254  0.2232
H  0.491  3.830  -3.895  0.2259
H  -3.021  0.490  -3.433  0.2172
H  -2.686  1.301  -4.973  0.2233
H  -3.486  2.180  -3.674  0.2130
H  1.051  1.467  -6.325  0.2217
H  2.331  0.257  -6.356  0.2135
H  2.414  1.593  -5.199  0.2250
H  -1.085  -1.750  -4.668  0.2157
H  0.059  -1.926  -6.005  0.2125
H  -1.088  -0.587  -6.004  0.2225
H  1.581  -2.019  -2.964  0.1973
H  2.858  -0.801  -3.160  0.2200
H  2.533  -1.962  -4.457  0.2118



No. 3
A cluster of 3 separate species, C14H33BO8P in total. Source: the OMol25 dataset; level of theory: the ωB97M-V functional and the def2-TZVPD basis.

As for the maximum force: 0.43 eV/Å. As for the total energy: -1521.3626 Eh. As for the total charge: -1. The value obtained for the relative energy (zero: lowest compared OMol25 entry of this formula, charge and spin) is 0.000 eV. As for the spin multiplicity: 1. The lowest unoccupied orbital energy comes out at 2.4 eV. Its frontier orbital gap is 5.810 eV.

Last column: natural (NBO) charge in e.
CARTESIAN COORDINATES (ANGSTROEM)
C  6.774  -4.230  -1.046  -0.6270
C  7.022  -2.853  -1.647  -0.0508
O  6.439  -1.884  -0.806  -0.5461
C  6.197  -0.622  -1.413  -0.0780
C  4.942  0.007  -0.834  -0.0653
O  3.829  -0.376  -1.583  -0.5709
C  2.720  0.561  -1.613  -0.2684
B  1.342  0.035  -0.931  -0.4501
P  0.744  -1.697  -1.621  0.5126
C  0.112  -1.259  -3.318  -0.9248
C  -0.905  -1.852  -0.755  -0.6907
C  -1.321  -3.296  -0.451  -0.6074
H  5.835  -4.655  -1.398  0.2147
H  7.590  -4.918  -1.269  0.1942
H  6.702  -4.128  0.037  0.2208
H  8.102  -2.671  -1.751  0.1421
H  6.581  -2.781  -2.647  0.1647
H  6.045  -0.750  -2.489  0.1765
H  7.068  0.029  -1.253  0.1498
H  5.051  1.100  -0.821  0.1522
H  4.852  -0.334  0.208  0.1707
H  3.038  1.488  -1.114  0.1520
H  2.570  0.823  -2.671  0.1561
H  1.462  -0.066  0.292  -0.0655
H  0.484  0.895  -1.164  -0.0506
H  -0.604  -2.016  -3.650  0.1997
H  -0.379  -0.281  -3.323  0.2017
H  0.935  -1.243  -4.036  0.2112
H  -0.863  -1.268  0.168  0.2138
H  -1.666  -1.379  -1.384  0.1958
H  -2.090  -3.346  0.327  0.1811
H  -0.460  -3.880  -0.120  0.2029
H  -1.714  -3.785  -1.346  0.1885
C  -4.734  0.435  3.807  -0.2560
O  -3.620  0.376  2.916  -0.5063
C  -2.445  0.114  3.504  0.9823
O  -2.292  -0.096  4.681  -0.6578
O  -1.511  0.138  2.571  -0.4822
C  -0.178  -0.155  3.021  -0.2675
H  -5.594  0.668  3.186  0.1975
H  -4.872  -0.520  4.311  0.1897
H  -4.587  1.217  4.552  0.1879
H  -0.138  -1.161  3.434  0.1851
H  0.130  0.565  3.777  0.1807
H  0.449  -0.085  2.136  0.2446
C  -7.151  5.689  -0.331  -0.2536
O  -5.859  5.119  -0.532  -0.4975
C  -5.574  4.102  0.292  0.9792
O  -6.316  3.676  1.143  -0.6587
O  -4.364  3.655  0.004  -0.4873
C  -3.930  2.546  0.813  -0.2564
H  -7.234  6.489  -1.061  0.1904
H  -7.929  4.946  -0.493  0.1896
H  -7.243  6.088  0.679  0.1887
H  -4.602  1.702  0.684  0.1935
H  -3.905  2.837  1.861  0.1873
H  -2.935  2.286  0.468  0.2214